No. 1
30
Properties=species:S:1:pos:R:3:lowdin_charge:R:1 method="wB97M-V/def2-TZVPD" charge=+1 spin_multiplicity=1 gap_ha=0.336
C 2.524 1.239 0.562 -0.061
C 1.060 1.564 0.088 -0.271
C 0.558 0.659 -1.017 -0.213
C 0.179 -0.753 -0.682 -0.138
C -2.097 -0.305 -1.654 0.035
C -1.123 -1.162 -1.452 -0.409
C -1.216 -2.480 -1.825 -0.102
N 0.175 1.568 1.423 0.203
H 2.717 1.150 1.578 0.022
H 3.416 1.771 0.026 0.128
H 2.832 0.211 0.198 0.088
H 0.924 2.628 -0.296 0.161
H -0.169 1.233 -1.662 0.120
H 1.358 0.572 -1.917 0.186
H 0.941 -1.422 -0.903 0.090
H 0.009 -0.726 0.446 0.124
H -2.992 -0.483 -2.314 0.112
H -1.987 0.581 -0.972 0.057
H -0.568 -2.906 -2.546 0.079
H -0.725 -3.150 -0.982 0.141
H -2.146 -2.999 -2.008 0.093
H -0.812 1.511 1.346 0.100
H 0.338 0.682 1.924 0.111
H 0.627 2.342 2.111 0.242
H -3.101 0.155 0.614 -0.030
H -4.198 1.083 1.118 0.124
O -3.181 1.011 0.948 -0.076
H 2.299 -1.005 3.381 0.107
H 2.364 -1.678 2.043 0.047
O 1.994 -0.890 2.425 -0.072

No. 2
11
Properties=species:S:1:pos:R:3:lowdin_charge:R:1 method="wB97M-V/def2-TZVPD" spin_multiplicity=1 smiles="[H]/N=c1/cnncnn1" gap_ha=0.324
C 0.771 -0.401 -0.406 -0.431
C -0.316 0.344 -1.279 -0.123
C -0.863 0.359 1.383 -0.152
H 1.892 -1.939 -0.233 0.039
H 0.172 0.417 -2.359 0.154
H -1.099 0.202 2.412 0.089
N 1.120 -1.570 -0.703 0.197
N -1.464 0.632 -0.881 0.030
N -1.779 0.140 0.413 0.060
N 0.389 1.096 1.293 0.059
N 1.176 0.720 0.360 0.078

No. 3
54
Properties=species:S:1:pos:R:3:lowdin_charge:R:1 method="wB97M-V/def2-TZVPD" spin_multiplicity=1 smiles="CCCCCCn1cc(C(=O)O)c(=O)c2cc(F)c(N3CCCCC3)cc21" gap_ha=0.311
C -2.387 -6.130 0.749 -0.111
C -2.871 -4.991 -0.141 -0.267
C -1.954 -3.768 -0.105 -0.230
C -0.584 -4.032 -0.729 -0.206
C 0.266 -2.769 -0.867 -0.170
H -0.321 -1.981 -1.344 0.111
H 1.122 -2.976 -1.513 0.120
C 0.796 -2.270 0.482 -0.140
N 1.500 -1.011 0.339 -0.028
C 2.839 -1.028 0.240 0.036
C 3.618 0.073 0.053 -0.027
C 3.016 1.382 -0.058 -0.303
O 3.669 2.423 -0.222 0.036
C 1.563 1.377 0.042 -0.062
C 0.870 2.589 -0.065 0.080
C -0.491 2.629 0.006 -0.180
C -1.272 1.465 0.206 -0.138
C -0.566 0.264 0.308 0.057
C 0.825 0.192 0.225 -0.122
H -1.134 -0.632 0.483 0.091
N -2.637 1.506 0.240 -0.086
C -3.451 0.350 -0.058 -0.167
H -2.859 -0.382 -0.608 0.106
C -4.636 0.771 -0.932 -0.175
C -5.452 1.865 -0.252 -0.207
C -4.537 3.037 0.086 -0.175
H -5.083 3.808 0.631 0.113
H -4.144 3.479 -0.831 0.119
C -3.373 2.540 0.938 -0.155
H -2.716 3.364 1.204 0.118
H -3.771 2.113 1.873 0.132
H -6.262 2.189 -0.906 0.109
H -5.897 1.473 0.666 0.113
H -5.258 -0.102 -1.134 0.111
H -4.253 1.146 -1.883 0.120
H -3.821 -0.115 0.868 0.134
F -1.099 3.828 -0.170 0.061
H 1.437 3.492 -0.229 0.137
C 5.098 -0.119 -0.028 -0.507
O 5.598 -1.216 0.062 0.085
O 5.810 0.981 -0.204 0.126
H 5.199 1.772 -0.252 0.084
H 3.329 -1.990 0.322 0.149
H -0.014 -2.151 1.203 0.117
H 1.495 -3.004 0.889 0.134
H -0.038 -4.765 -0.133 0.110
H -0.734 -4.457 -1.724 0.119
H -1.840 -3.449 0.933 0.107
H -2.439 -2.957 -0.655 0.103
H -2.958 -5.346 -1.171 0.107
H -3.868 -4.686 0.187 0.104
H -1.443 -6.532 0.392 0.065
H -2.252 -5.784 1.771 0.074
H -3.116 -6.936 0.755 0.069

It is found that the energy above the lowest of the compared OMol25 structures with the same formula, charge and spin values, taken in the order of the records, are 63.1, 90.7, 0.5 kcal per mole.